(1)
{"formula": "ClH3OSi", "method": "ωB97M-V/def2-TZVPD", "species": ["Cl", "Si", "O", "H", "H", "H"], "coordinates": [[0.2308, -0.6591, -0.0508], [0.9224, 1.1865, -0.0836], [-1.3397, -1.9570, 0.3416], [0.2059, 2.1991, 0.8535], [-1.4467, -2.9182, 0.2051], [1.4273, 2.1487, -1.2658]], "forces_ev_per_a": [[0.922, -0.606, -0.312], [0.897, 3.433, -0.045], [-2.043, -0.696, 0.773], [0.307, -1.016, -0.634], [0.692, 0.248, -0.533], [-0.775, -1.364, 0.752]], "nbo_charge": [-0.12, 0.80, -0.79, -0.17, 0.44, -0.16], "e_lumo_ev": [-1.17, -1.98], "de_lowest_kcal_mol": 158.7, "multiplicity": 1, "largest_force_ev_per_a": 3.55, "total_energy_ha": -826.55212}

(2)
{"formula": "C3H10N4O", "method": "ωB97M-V/def2-TZVPD", "species": ["O", "N", "N", "N", "N", "C", "C", "C", "H", "H", "H", "H", "H", "H", "H", "H", "H", "H"], "coordinates": [[0.2016, 1.6716, -1.4220], [0.3664, -0.5888, -0.8129], [-2.4157, -1.0278, 0.2183], [-0.5784, 0.2427, 1.3360], [1.9304, 1.6801, 0.0969], [1.3890, 1.2844, -1.0732], [0.1145, -0.8136, 0.5735], [-1.2760, -1.0171, 1.0876], [-2.1739, -0.7244, -0.7197], [-1.4267, -1.6218, 1.9762], [-0.9326, 0.9587, 0.7026], [-2.8284, -1.9507, 0.1664], [0.6005, -1.4516, -1.2977], [-0.1834, 0.4271, -1.3394], [1.2955, 1.8708, 0.8610], [2.8455, 1.3431, 0.3519], [2.1218, 0.9729, -1.8226], [0.9498, -1.2558, 1.1171]], "forces_ev_per_a": [[1.262, 0.363, 0.292], [-0.641, 0.781, -0.528], [0.016, 0.134, 0.085], [-0.040, 0.066, -0.065], [-0.150, -0.262, -0.171], [-0.776, 1.349, -0.115], [-0.176, 0.003, -0.126], [0.149, -0.072, -0.040], [0.059, -0.089, 0.042], [-0.015, 0.034, -0.035], [-0.033, -0.096, -0.014], [0.065, 0.047, -0.001], [-0.292, 0.145, -0.048], [0.809, -2.209, 0.786], [0.013, 0.039, -0.072], [-0.090, 0.002, -0.076], [-0.126, -0.235, 0.107], [-0.031, 0.001, -0.022]], "nbo_charge": [-0.76, -0.92, -0.84, -0.64, -0.79, 0.57, 0.05, 0.08, 0.37, 0.18, 0.36, 0.37, 0.37, 0.47, 0.41, 0.39, 0.15, 0.17], "e_lumo_ev": 0.89, "de_lowest_kcal_mol": 84.6, "multiplicity": 1, "largest_force_ev_per_a": 2.48, "total_energy_ha": -414.47847}

(3)
{"formula": "C13H15NSSc", "method": "ωB97M-V/def2-TZVPD", "species": ["Sc", "S", "N", "C", "C", "C", "C", "C", "C", "C", "C", "C", "C", "C", "C", "C", "H", "H", "H", "H", "H", "H", "H", "H", "H", "H", "H", "H", "H", "H", "H"], "coordinates": [[0.0368, 0.0438, -1.1511], [1.9646, 0.5133, 0.6066], [-1.6518, -0.5257, -0.2438], [0.5273, -1.2263, 3.9111], [0.3856, 0.9489, -3.3167], [1.3285, -0.9363, 2.8165], [0.1958, 2.4583, -1.5706], [-1.0079, 1.1367, -3.0404], [0.9695, 0.1166, 1.9298], [1.1312, 1.7835, -2.4221], [0.9737, -1.9688, -2.0452], [-0.2350, 0.8271, 2.1655], [-0.0510, -2.4069, -1.2390], [-1.0242, 0.5264, 3.2688], [-0.6419, -0.4889, 4.1557], [-1.1216, 2.0706, -1.9651], [-1.9533, 1.0742, 3.4299], [-1.2575, -0.7101, 5.0251], [0.8443, -1.9298, -3.1392], [2.2228, -1.5214, 2.5989], [-2.0503, 2.4575, -1.5506], [2.0195, -1.9122, -1.6868], [0.7984, -2.0437, 4.5833], [0.4539, 3.1867, -0.8036], [0.0890, -2.6253, -0.1684], [-1.8275, 0.6958, -3.6042], [-0.5568, 1.5766, 1.4420], [-2.5568, -0.6757, 0.2171], [0.8071, 0.3190, -4.0969], [2.2098, 1.9303, -2.4390], [-1.0223, -2.6942, -1.6675]], "forces_ev_per_a": [[-2.910, -0.276, 2.889], [0.725, 0.126, -1.468], [2.397, 0.625, -1.292], [-0.423, 0.143, 0.196], [-0.107, 1.003, -0.080], [-0.460, 0.658, -0.352], [-0.153, -0.063, -1.150], [0.595, 0.529, -0.098], [-0.936, -0.594, 1.639], [-0.686, 0.280, -0.475], [0.186, -0.807, -0.157], [0.371, -0.423, 0.350], [-0.113, -0.787, -0.110], [0.283, -0.217, 0.089], [0.171, -0.001, -0.195], [0.679, 0.115, -0.486], [0.191, -0.129, -0.006], [0.086, -0.017, -0.137], [-0.026, 0.019, 0.648], [-0.187, 0.209, 0.080], [0.316, -0.336, 0.006], [-0.800, 0.186, -0.043], [-0.051, 0.214, -0.139], [-0.096, -0.410, -0.130], [-0.040, 0.124, -0.711], [0.214, -0.020, 0.385], [0.163, -0.159, 0.278], [0.444, -0.132, -0.294], [-0.127, 0.197, 0.200], [-0.324, -0.226, 0.216], [0.618, 0.171, 0.346]], "nbo_charge": [1.02, -0.33, -1.16, -0.22, -0.37, -0.25, -0.32, -0.34, -0.15, -0.35, -0.62, -0.20, -0.35, -0.21, -0.27, -0.28, 0.20, 0.19, 0.21, 0.21, 0.23, 0.24, 0.19, 0.24, 0.24, 0.23, 0.22, 0.33, 0.22, 0.23, 0.23], "e_lumo_ev": [2.91, 2.91], "multiplicity": 1, "largest_force_ev_per_a": 4.11, "total_energy_ha": -1718.06049, "total_charge": -1}

(4)
{"formula": "C18H42EuNO2P2Si2", "method": "ωB97M-V/def2-TZVPD", "species": ["Eu", "P", "P", "Si", "Si", "O", "O", "N", "C", "C", "C", "C", "C", "C", "C", "C", "C", "C", "C", "C", "C", "C", "C", "C", "C", "C", "H", "H", "H", "H", "H", "H", "H", "H", "H", "H", "H", "H", "H", "H", "H", "H", "H", "H", "H", "H", "H", "H", "H", "H", "H", "H", "H", "H", "H", "H", "H", "H", "H", "H", "H", "H", "H", "H", "H", "H", "H", "H"], "coordinates": [[0.0730, -0.5721, -0.7541], [-2.4916, 0.8680, -1.6880], [2.9355, 0.3894, 0.1699], [-0.7359, -0.2407, 2.8123], [-1.2989, -2.7848, 0.8604], [3.2546, -2.7784, -2.1655], [-0.6410, -1.2126, -4.4145], [0.5876, 2.0229, -1.3288], [2.5814, 2.1488, 0.1892], [0.8134, 4.7194, -1.9635], [4.2855, 0.3263, -1.0129], [-2.2385, -3.7400, 2.1578], [0.4954, -3.3847, 0.7086], [-0.1074, 3.9526, -2.6295], [-1.3449, -0.9626, 1.2192], [-0.3548, 2.6740, -2.0901], [-2.1952, -0.3307, 4.0100], [1.5566, 2.7510, -0.7875], [-2.0664, -3.0769, -0.8455], [-3.4545, 2.2005, -0.8694], [-1.5394, 2.0745, -2.5339], [1.6401, 4.1211, -1.0383], [0.7310, -1.1626, 3.5788], [3.8344, 0.1343, 1.7128], [-3.5879, -0.0070, -2.8742], [-0.2317, 1.5673, 2.6167], [3.9242, 0.5371, -2.0172], [0.9282, -3.5640, 1.6973], [4.0615, -0.9240, 1.9011], [-2.7329, 2.9901, -0.6360], [-2.9865, -2.4876, -0.9707], [-4.1001, -0.8401, -2.3659], [4.9891, 1.1121, -0.7163], [4.7980, -0.6376, -0.9956], [0.5057, -4.3188, 0.1414], [-2.3598, -4.7902, 1.8518], [3.7340, -1.9411, -2.1004], [2.3537, 4.7199, -0.5080], [0.9262, -0.7398, 4.5785], [-2.6594, -1.3262, 3.9896], [-1.1325, 2.1860, 2.5102], [-2.3356, -0.5180, 0.9487], [1.9741, -0.6864, -0.1174], [0.2921, 1.9021, 3.5241], [-0.3205, -2.0265, -4.9023], [-0.7972, 4.3219, -3.4037], [4.7980, 0.6702, 1.6421], [-2.3357, -4.1445, -0.8847], [0.4196, 1.7842, 1.7590], [2.3335, -2.7107, -2.4693], [2.3715, 2.4760, 1.2150], [-2.9612, 0.4060, 3.7258], [0.7913, 5.7811, -2.1792], [-4.3429, 0.6955, -3.2554], [-1.6599, 2.0568, -3.6336], [3.3017, 0.5399, 2.5844], [-4.1061, 2.5693, -1.6647], [-3.0179, -0.4370, -3.7120], [1.6602, -1.0662, 2.9961], [-1.4114, -2.8749, -1.7146], [-1.7329, -3.7164, 3.1349], [-3.2385, -3.2931, 2.2719], [1.2259, -2.7403, 0.1845], [0.5247, -2.2344, 3.7174], [3.5614, 2.6360, 0.0357], [-4.0016, 1.9094, 0.0221], [0.1488, -0.8549, -4.2689], [-1.8912, -0.1178, 5.0447]], "forces_ev_per_a": [[-1.892, 0.618, 0.577], [0.158, -0.450, 0.627], [1.209, 1.539, 0.960], [-0.675, -0.402, 0.497], [-0.590, 0.360, 0.902], [-0.174, -0.329, 0.377], [-3.766, -4.015, -1.300], [-1.309, -0.611, 0.806], [-0.100, 1.504, -0.170], [-0.378, 0.520, -0.659], [-0.203, -0.537, -0.615], [-0.002, -0.400, -0.192], [-0.045, 0.068, -0.101], [-0.857, -0.513, 0.567], [0.919, 0.399, -1.546], [1.702, 0.425, -1.124], [0.257, 0.198, 0.109], [0.707, 0.793, 0.227], [-0.094, 0.063, 0.018], [-0.159, -0.204, 0.176], [-0.179, -2.044, -2.670], [0.360, -0.195, 0.443], [-0.010, 0.004, -0.062], [-0.002, -0.298, 0.761], [-0.165, 0.346, -0.108], [0.012, 0.141, 0.183], [0.105, 0.042, -0.183], [-0.022, 0.004, -0.121], [-0.145, 0.221, -0.130], [-0.260, -0.152, 0.200], [0.213, -0.213, 0.008], [0.192, 0.408, -0.062], [-0.143, -0.211, -0.058], [0.030, 0.090, 0.057], [0.033, -0.070, 0.127], [-0.029, 0.206, 0.230], [-0.722, -0.185, -0.498], [0.311, 0.129, 0.187], [-0.038, -0.113, -0.320], [0.149, 0.230, -0.006], [0.185, -0.043, -0.030], [0.561, -0.330, 0.302], [0.868, -1.305, -0.047], [-0.122, 0.024, -0.185], [-1.226, 0.948, 0.527], [0.479, 0.022, 0.554], [-0.420, -0.158, -0.185], [0.123, 0.297, -0.243], [-0.124, -0.093, 0.063], [0.832, 0.431, -0.012], [-0.470, -0.325, -0.084], [0.136, -0.194, 0.080], [0.610, 0.009, 0.129], [0.153, -0.283, -0.009], [-0.191, 0.627, 0.519], [-0.023, -0.201, -0.322], [-0.197, 0.125, 0.311], [-0.043, 0.238, 0.327], [-0.170, -0.123, 0.115], [-0.166, -0.118, 0.032], [-0.149, 0.018, -0.286], [0.287, -0.159, -0.008], [0.012, 0.009, 0.015], [0.069, 0.281, -0.048], [-0.263, -0.148, -0.288], [-0.150, -0.044, -0.041], [5.137, 3.147, 0.897], [-0.135, -0.016, -0.201]], "nbo_charge": [1.44, 0.82, 1.23, 1.67, 1.63, -0.92, -0.92, -0.57, -0.79, -0.12, -0.95, -1.11, -1.12, -0.18, -1.70, 0.15, -1.11, 0.25, -1.12, -0.88, -0.47, -0.24, -1.12, -0.95, -0.94, -1.12, 0.26, 0.27, 0.29, 0.24, 0.25, 0.26, 0.28, 0.27, 0.27, 0.25, 0.47, 0.24, 0.26, 0.24, 0.25, 0.27, -0.13, 0.25, 0.49, 0.25, 0.28, 0.28, 0.18, 0.47, 0.30, 0.24, 0.26, 0.26, 0.25, 0.29, 0.25, 0.27, 0.20, 0.20, 0.25, 0.26, 0.19, 0.25, 0.28, 0.26, 0.45, 0.25], "e_lumo_ev": [-6.44, -7.12], "de_lowest_kcal_mol": 27.5, "multiplicity": 7, "largest_force_ev_per_a": 6.09, "total_energy_ha": -2887.55439, "total_charge": 2}